No. 1
This record from OMol25 describes a molecular structure, C23H37BF2MoNOPS in a non-equilibrium geometry. The level of theory is the ωB97M-V functional and the def2-TZVPD basis.

CARTESIAN COORDINATES (ANGSTROEM)
Mo 0.86 1.53 1.39
O 0.59 3.48 0.78
N 1.44 4.06 -0.04
C 1.04 5.16 -0.71
C 1.88 5.79 -1.59
C 3.18 5.29 -1.77
C 3.57 4.18 -1.06
C 2.67 3.53 -0.21
S 3.04 2.07 0.62
H 0.03 5.48 -0.50
H 1.54 6.66 -2.13
H 3.86 5.76 -2.46
H 4.56 3.77 -1.15
C -0.38 -4.96 1.05
C 1.02 -4.51 0.65
C 0.99 -3.10 0.02
C -0.20 -2.30 0.57
C -0.36 -2.64 2.05
C -0.94 -4.06 2.16
P 0.00 -0.47 0.36
C 0.47 -0.08 -1.39
C -0.42 -0.62 -2.50
C 0.29 -0.44 -3.86
C 1.26 0.74 -3.82
C 2.41 0.48 -2.83
C 1.93 -0.41 -1.68
C -1.71 0.28 0.51
C -1.71 1.01 1.86
C -3.08 1.63 2.08
C -4.04 0.48 2.43
C -3.67 -0.82 1.71
C -3.01 -0.54 0.36
H -0.36 -5.99 1.39
H -1.03 -4.92 0.17
H 1.45 -5.21 -0.07
H 1.67 -4.51 1.53
H 0.89 -3.19 -1.07
H 1.92 -2.58 0.24
H -1.12 -2.57 0.04
H -1.00 -1.93 2.57
H 0.62 -2.59 2.52
H -2.03 -4.02 2.08
H -0.70 -4.47 3.13
H 0.38 1.03 -1.39
H -1.38 -0.10 -2.51
H -0.63 -1.68 -2.34
H -0.44 -0.28 -4.64
H 0.85 -1.34 -4.11
H 0.72 1.65 -3.54
H 1.67 0.91 -4.82
H 2.77 1.43 -2.43
H 3.24 0.00 -3.34
H 2.55 -0.24 -0.79
H 2.03 -1.45 -1.95
H -1.70 1.05 -0.28
H -0.90 1.82 1.87
H -1.51 0.32 2.69
H -3.40 2.13 1.17
H -3.07 2.36 2.88
H -5.06 0.79 2.18
H -4.02 0.31 3.51
H -4.57 -1.41 1.55
H -2.99 -1.41 2.33
H -3.72 0.04 -0.24
H -2.84 -1.47 -0.18
F 0.49 0.15 4.06
B 1.43 0.59 3.21
F 2.64 0.35 3.67

Values from the calculation:
multiplicity: 2
gap between HOMO and LUMO (alpha / beta): 6.621 / 6.640 eV
total charge: +1
LUMO energy (alpha / beta): -4.53 / -4.21 eV
maximum force: 1.8 eV/Å
HOMO level (alpha / beta): -0.4098 / -0.3986 hartree
electronic energy: -2060.722304 Ha


No. 2
This record from OMol25 describes 5 unconnected molecules or ions with the total composition C23H37Br8NO7S in a non-equilibrium geometry. The level of theory is the ωB97M-V functional and the def2-TZVPD basis.

CARTESIAN COORDINATES (ANGSTROEM)
C -0.68 3.25 0.63
C -0.61 1.91 -0.13
C -1.42 0.86 0.66
C -2.59 0.24 -0.15
O -3.39 1.29 -0.62
C -2.12 -0.63 -1.29
C -3.21 -1.53 -1.94
C -4.65 -1.32 -1.44
C -5.44 -0.29 -2.26
O -5.65 -0.92 -3.55
N -5.66 0.08 -4.58
O -4.60 0.20 -5.05
S -4.75 -1.04 0.32
O -5.76 -0.08 0.66
O -5.01 -2.30 0.92
O -3.29 -0.61 0.81
O 0.78 1.62 -0.18
C 1.09 0.63 -1.14
C 2.54 0.20 -1.04
C 3.06 -0.11 0.19
C 4.36 -0.54 0.25
C 5.10 -0.66 -0.90
C 4.57 -0.34 -2.12
C 3.26 0.10 -2.20
H 0.12 3.28 1.38
H -1.61 3.34 1.20
H -0.57 4.12 -0.03
H -1.02 2.13 -1.13
H -1.85 1.26 1.57
H -0.73 0.06 0.94
H -3.72 1.78 0.15
H -1.37 -1.30 -0.87
H -1.60 -0.07 -2.07
H -2.95 -2.58 -1.78
H -3.22 -1.39 -3.03
H -5.18 -2.26 -1.61
H -4.88 0.64 -2.39
H -6.42 -0.14 -1.82
H 0.81 0.90 -2.17
H 0.50 -0.27 -0.89
H 2.44 -0.01 1.07
H 4.78 -0.81 1.21
H 6.11 -1.03 -0.78
H 5.12 -0.45 -3.05
H 2.81 0.34 -3.15
Br 7.33 -1.58 3.21
C 8.43 -2.24 1.74
C 9.32 -1.16 1.19
Br 8.33 0.08 0.07
H 7.75 -2.65 1.00
H 9.03 -3.05 2.17
H 10.08 -1.59 0.54
H 9.81 -0.57 1.96
Br 6.51 1.00 -5.07
C 8.25 0.70 -4.27
C 8.85 -0.60 -4.73
Br 8.00 -2.11 -3.87
H 8.11 0.75 -3.20
H 8.87 1.53 -4.59
H 9.90 -0.65 -4.45
H 8.75 -0.77 -5.80
Br -3.82 3.32 2.90
C -5.23 2.53 3.98
C -6.33 1.95 3.13
Br -7.48 3.35 2.41
H -5.58 3.30 4.65
H -4.74 1.74 4.55
H -6.99 1.32 3.73
H -5.96 1.38 2.28
Br -3.39 -1.40 5.08
C -5.11 -1.44 4.18
C -6.24 -1.73 5.14
Br -6.30 -3.62 5.62
H -5.04 -2.17 3.38
H -5.23 -0.45 3.74
H -7.20 -1.53 4.67
H -6.16 -1.18 6.06

Values from the calculation:
gap between HOMO and LUMO: 8.507 eV
SMILES: C[C@H](C[C@@]1(O)CC[C@H](CON=O)S(=O)(=O)O1)OCc1ccccc1.BrCCBr.BrCCBr.BrCCBr.BrCCBr
LUMO energy: -0.59 eV
maximum force: 2.4 eV/Å
HOMO level: -0.3345 hartree
electronic energy: -22470.210027 Ha


No. 3
This record from OMol25 describes a molecular structure, C23H37LaN8OSSi in a non-equilibrium geometry. The level of theory is the ωB97M-V functional and the def2-TZVPD basis.

CARTESIAN COORDINATES (ANGSTROEM)
La -0.25 0.29 0.49
N -4.24 -0.08 3.11
C -2.96 -0.15 2.64
S -2.22 1.38 2.31
N -2.45 -1.33 2.51
N -1.18 -1.50 1.99
C -0.70 -2.67 2.26
C 0.56 -3.21 1.85
C 0.82 -4.55 2.16
C 1.97 -5.19 1.75
C 2.90 -4.48 1.00
C 2.69 -3.15 0.70
C 1.53 -2.46 1.11
O 1.39 -1.20 0.83
H -4.54 0.81 3.49
H -4.62 -0.92 3.51
H -1.34 -3.33 2.86
H 0.08 -5.10 2.73
H 2.14 -6.23 1.98
H 3.81 -4.96 0.66
H 3.41 -2.60 0.11
C 0.95 3.53 -0.59
C 2.35 2.90 -0.56
N 2.28 1.49 -0.18
C 3.22 1.09 0.87
C 2.84 1.71 2.22
N 1.41 1.55 2.49
C 0.76 2.77 2.97
C 0.64 3.79 1.83
N 0.20 3.14 0.59
H 0.41 3.15 -1.46
H 1.05 4.62 -0.69
H 2.98 3.43 0.16
H 2.82 3.03 -1.55
H 2.43 0.89 -0.99
H 4.26 1.37 0.63
H 3.15 0.01 0.96
H 3.07 2.78 2.21
H 3.46 1.25 3.00
H 1.28 0.82 3.19
H 1.31 3.23 3.81
H -0.24 2.50 3.31
H 1.60 4.28 1.65
H -0.06 4.57 2.15
H -0.79 3.35 0.44
C -2.99 3.39 -0.68
C -2.83 2.24 -1.64
C -3.62 2.17 -2.77
C -3.47 1.07 -3.62
C -2.54 0.12 -3.33
C -1.73 0.25 -2.17
N -1.90 1.32 -1.35
N -0.78 -0.60 -1.78
Si -0.20 -2.05 -2.52
C 1.70 -1.82 -2.61
C -0.68 -3.55 -1.44
C -0.71 -2.54 -4.30
H -4.00 3.79 -0.75
H -2.30 4.19 -0.93
H -2.82 3.05 0.34
H -4.35 2.93 -2.98
H -4.10 0.98 -4.49
H -2.41 -0.75 -3.96
H 2.08 -1.46 -1.66
H 1.98 -1.11 -3.38
H 2.19 -2.76 -2.83
H -0.43 -3.38 -0.40
H -0.15 -4.44 -1.76
H -1.74 -3.76 -1.50
H -0.56 -1.72 -5.00
H -1.74 -2.85 -4.36
H -0.10 -3.37 -4.64

Values from the calculation:
gap between HOMO and LUMO: 7.647 eV
LUMO energy: 0.39 eV
maximum force: 2.1 eV/Å
HOMO level: -0.2665 hartree
electronic energy: -2131.410382 Ha